(1)
Computed, not measured: a structure of composition C19H17MnN7O2S at a distorted geometry, with ωB97M-V/def2-TZVPD.

Properties
spin multiplicity = 2
expectation value of S² = 0.762
HOMO (alpha / beta) = -7.10 / -6.73 eV
relative energy (zero: lowest compared OMol25 entry of this formula, charge and spin) = 33.39 kcal/mol
E_tot = -2817.14891 hartree
Kohn-Sham gap (alpha / beta) = 6.39 / 5.99 eV

Each line ends with the natural charge from an NBO analysis.
Atoms and positions in Å:
1 Mn -0.50515 0.00541 -0.31825  0.9629
2 O 0.41968 3.87641 -1.09414  -0.6521
3 C -0.08976 2.77285 -0.91762  0.5942
4 N 0.53228 1.62257 -0.54157  -0.6754
5 C 1.91167 1.60599 -0.31673  0.1344
6 C 2.81192 2.64742 -0.57445  -0.2379
7 C 4.14336 2.52324 -0.22656  -0.1887
8 C 4.62550 1.36805 0.36828  -0.2489
9 C 3.76030 0.31257 0.61220  -0.2219
10 C 2.42415 0.43398 0.27200  0.1431
11 N 1.46625 -0.60612 0.53114  -0.3633
12 C 0.82747 -2.96610 0.36058  0.5394
13 O 1.47427 -3.97227 0.68466  -0.5580
14 C -0.59645 -2.88022 0.51543  0.0860
15 C -1.20420 -4.05696 1.01311  -0.1785
16 C -2.55798 -4.19512 1.07119  -0.1692
17 C -3.33659 -3.11540 0.61632  -0.2216
18 C -2.69684 -1.97620 0.19492  0.0387
19 N -1.37027 -1.79040 0.15076  -0.4202
20 C -1.55593 2.59980 -1.09092  0.1513
21 C -2.29562 3.69995 -1.51383  -0.2087
22 C -3.65900 3.59360 -1.66674  -0.1376
23 C -4.23845 2.35516 -1.39726  -0.2512
24 C -3.43818 1.31008 -0.99070  0.0673
25 N -2.11281 1.39064 -0.81609  -0.4896
26 H 2.45212 3.55923 -1.02012  0.2601
27 H 4.81442 3.34752 -0.42748  0.2102
28 H 5.66657 1.29257 0.64847  0.2104
29 H 4.11659 -0.60291 1.05882  0.2305
30 H -0.52392 -4.83261 1.32711  0.2518
31 H -3.01868 -5.09167 1.45414  0.2253
32 H -4.41173 -3.17304 0.59403  0.2256
33 H -3.29874 -1.13943 -0.12706  0.1817
34 H -1.74973 4.61078 -1.70188  0.2608
35 H -4.25474 4.43260 -1.98452  0.2246
36 H -5.29886 2.20041 -1.50318  0.2257
37 H -3.91093 0.35827 -0.79763  0.1855
38 N 0.04858 0.01101 2.19656  -0.6785
39 N 1.17320 -0.82803 1.89170  -0.3033
40 C 1.60985 -1.82114 -0.31064  0.1103
41 N 2.95874 -2.20831 -0.50861  -0.8734
42 S 0.77660 -1.33311 -1.89239  -0.3275
43 H 0.31757 0.94759 2.51568  0.3665
44 H -0.51604 -0.44193 2.91198  0.3746
45 H 1.98770 -0.62248 2.48084  0.3562
46 H 3.04029 -3.19844 -0.28227  0.3981
47 H 3.28153 -2.02581 -1.44928  0.3905

Forces on the atoms, in the same order (eV/Å):
1.3606 -1.3581 0.6523
-0.4794 0.3868 -0.1719
1.6173 -0.9883 0.4989
-0.3449 1.7030 -0.5462
-0.0054 -0.1257 0.2504
-0.0855 0.2147 -0.0599
0.0590 -0.1632 -0.0333
0.0851 0.0033 0.1267
-0.0038 0.0991 0.1202
-0.2718 0.5997 -0.2924
-1.1011 0.1203 -0.2537
3.5358 -0.2937 -0.1518
-1.5705 1.1807 -0.3890
-3.5490 -0.1756 0.2665
1.1051 0.6538 -0.2448
-1.0594 0.8645 -0.2420
0.5448 -1.0649 0.3609
0.0963 0.4688 -0.0263
0.8287 -1.3383 0.5432
-0.7721 -0.3611 0.0622
0.2008 -0.0937 0.0913
-0.0247 -0.5992 0.1443
0.0703 0.4431 -0.0978
-0.0197 -0.2748 0.1005
0.3104 0.5504 -0.4826
0.0410 -0.0837 0.0164
0.0363 0.0245 -0.0034
0.0509 -0.0479 -0.0095
0.0188 -0.0441 -0.0068
-0.0432 -0.1382 -0.0126
-0.0389 -0.1105 -0.0050
-0.1395 0.0541 0.0114
0.1734 -0.0498 0.0615
0.0535 0.0599 -0.0017
-0.0990 0.1185 -0.0602
-0.1370 -0.0556 -0.0084
0.0843 0.0221 -0.0193
0.0932 0.3015 0.1620
-0.2046 -0.0692 0.4314
-0.4372 0.1620 -0.7687
0.3004 -0.7767 0.1879
-0.2162 0.0966 0.3554
0.0458 -0.3580 -0.0843
0.1763 0.0769 -0.1660
-0.3382 0.0831 -0.2670
0.1856 0.2174 -0.0966
-0.1325 0.0651 0.0577


(2)
Computed, not measured: an isolated molecule of C19H17N3O3S at a distorted geometry, with ωB97M-V/def2-TZVPD.

Properties
HOMO = -8.09 eV
relative energy (zero: lowest compared OMol25 entry of this formula, charge and spin) = 10.16 kcal/mol
E_tot = -1522.42491 hartree
Kohn-Sham gap = 8.77 eV
SMILES = O=C(CSc1nccn1-c1ccccc1)NCc1ccc2c(c1)OCO2

Each line ends with the natural charge from an NBO analysis.
Atoms and positions in Å:
1 O 2.98642 -1.31931 -2.89345  -0.6283
2 C 1.85885 -0.92120 -3.08996  0.6646
3 N 1.49667 0.37979 -3.10187  -0.6341
4 H 0.49474 0.57115 -3.12798  0.4317
5 C 2.32493 1.37752 -2.44446  -0.2441
6 C 2.03172 1.33757 -0.96388  -0.0325
7 C 2.81425 0.56096 -0.12296  -0.2056
8 C 2.50376 0.39379 1.22453  -0.2629
9 C 1.37052 1.01645 1.68759  0.2228
10 C 0.57167 1.78988 0.84515  0.2936
11 C 0.88422 1.97421 -0.47809  -0.2891
12 H 0.26055 2.57683 -1.11791  0.2283
13 O -0.50322 2.26824 1.55270  -0.4989
14 C -0.34481 1.78329 2.86859  0.2373
15 O 0.82604 1.00311 2.94588  -0.4825
16 H -1.21614 1.16544 3.14154  0.1607
17 H -0.26915 2.63256 3.56682  0.1575
18 H 3.11547 -0.20702 1.87583  0.2290
19 H 3.67867 0.05911 -0.52831  0.2327
20 H 2.09555 2.35492 -2.87243  0.2048
21 H 3.36785 1.12075 -2.63776  0.2330
22 C 0.68828 -1.86728 -3.32753  -0.6027
23 H 1.04414 -2.84077 -3.65918  0.2550
24 H -0.06653 -1.46380 -3.99820  0.2529
25 S -0.09782 -2.17102 -1.70573  0.2873
26 C -1.02021 -0.70122 -1.52248  0.2208
27 N -1.22852 0.16448 -2.48761  -0.5457
28 C -2.05165 1.11542 -1.96305  -0.0762
29 C -2.35109 0.81012 -0.67393  -0.0969
30 N -1.68164 -0.35753 -0.38198  -0.3952
31 C -1.66970 -0.97910 0.87853  0.2131
32 C -2.83147 -0.98286 1.64413  -0.2561
33 C -2.81939 -1.53679 2.91111  -0.1917
34 C -1.65602 -2.08979 3.41981  -0.2209
35 C -0.50349 -2.09342 2.65252  -0.1781
36 C -0.50354 -1.54098 1.38503  -0.2543
37 H 0.40113 -1.53065 0.79898  0.2474
38 H 0.40758 -2.51850 3.04362  0.2205
39 H -1.64885 -2.51687 4.41094  0.2183
40 H -3.72379 -1.53601 3.50112  0.2178
41 H -3.74115 -0.56098 1.24385  0.2233
42 H -2.92676 1.33254 0.05984  0.2299
43 H -2.36810 1.94697 -2.55936  0.2134

Forces on the atoms, in the same order (eV/Å):
0.3910 -0.2230 0.1856
-0.3929 0.0206 -0.4252
-0.0571 0.3386 -0.2949
0.2348 -0.1750 -0.0380
0.1028 -0.2033 0.0976
0.1896 0.0153 -0.0097
0.0315 0.0876 -0.1702
-0.2896 0.0974 0.3518
-0.1755 0.3053 -0.4106
0.3446 -0.3166 0.2280
-0.0814 0.0585 0.3046
-0.1006 0.0857 -0.0918
0.1315 0.0814 -0.5154
-0.8240 0.2037 1.0208
0.4964 -0.2174 -0.1742
0.2083 0.0713 -0.1311
0.0584 -0.1641 -0.1977
0.1056 -0.0943 0.1023
0.0954 -0.0529 -0.0789
0.0842 -0.0375 0.0164
-0.0845 0.1577 -0.0006
-0.1167 0.1071 0.4185
0.0083 0.0840 0.0165
0.0449 -0.0370 -0.0743
0.1853 -0.4259 -0.0508
0.0579 -0.0276 -0.4076
0.0112 -0.3868 -0.0200
-0.3031 -0.0005 0.3623
-0.2001 0.4497 -0.2744
0.1059 0.1771 -0.5531
0.0106 -0.3283 0.6667
0.0308 0.0173 -0.1401
-0.0139 0.0467 0.0326
0.0361 -0.0449 0.0763
-0.0840 -0.0461 0.0290
-0.0639 0.0670 -0.1256
0.0781 0.0586 -0.0252
0.1006 -0.0325 0.0414
0.0022 -0.0443 0.0868
-0.0711 -0.0047 0.0381
-0.0685 0.0224 -0.0574
-0.0804 0.0753 0.1979
-0.1385 0.2343 -0.0065